# 1
Here is a molecular structure, C6H14Cl2LaO3P from the Open Molecules 2025 dataset. Energies are from ωB97M-V/def2-TZVPD.

```
27
Properties=species:S:1:pos:R:3:forces:R:3
C 0.433641 -2.934492 0.261391 1.1 0.7 -0.6
C -0.729071 -2.200010 0.757296 -5.1 -2.0 0.8
H -0.061794 -3.757492 -0.275621 0.2 -0.3 0.1
H 1.073587 -3.261745 1.119933 -0.5 0.1 -0.6
H 1.075402 -2.346145 -0.463954 -0.7 -0.5 1.0
O -1.834141 -2.237445 1.170936 4.9 0.9 -1.6
Cl 2.857378 -0.661368 1.243051 -0.6 -0.2 -0.1
La 0.385865 0.235469 1.619368 2.6 1.8 1.0
P 0.061212 0.891192 -1.193188 -0.3 -0.7 1.5
C -1.597832 1.439205 -1.588488 0.2 -0.2 -0.2
C 1.191147 2.301417 -1.213933 0.1 -0.1 0.5
H 1.641746 -0.735377 -1.987302 -0.4 0.3 -0.4
H 0.601300 0.115746 -3.248279 0.3 -0.9 -0.5
H -0.080328 -1.257476 -2.226291 0.3 0.4 -0.5
C 0.627119 -0.411584 -2.290897 -0.1 0.3 0.1
H 2.073553 2.132379 -0.559330 -0.4 0.0 -0.6
H 1.478062 2.388028 -2.258363 0.3 0.4 -0.1
H -1.478461 1.745958 -2.629651 -0.9 0.3 -0.1
H -1.883274 2.268374 -0.921391 0.1 -0.2 -0.5
H 0.659601 3.187342 -0.825127 0.2 -0.3 -0.4
H -2.305161 0.603615 -1.461147 0.2 0.4 -0.4
C -2.208044 0.661685 1.461520 -5.0 1.3 0.5
O -3.303963 0.964394 1.591175 3.5 -0.9 -0.5
Cl 0.561073 2.760538 2.006903 -0.2 -0.3 0.1
O -0.136758 -0.639333 3.915919 0.2 -0.1 -0.8
H 0.402508 0.112645 4.201051 0.0 0.0 1.2
H 0.495636 -1.365523 3.794421 0.1 -0.3 1.0
```
Positions in Å, forces in eV/Å.

Results
relative energy (zero: lowest compared OMol25 entry of this formula, charge and spin) = 3.477 eV
HOMO level (spin up / spin down) = -16.160 / -16.706 eV
net charge = +2
LUMO energy (spin up / spin down) = -11.47 / -10.67 eV

# 2
Here is a molecular structure, C6H14Cl2O3PSc from the Open Molecules 2025 dataset. Energies are from ωB97M-V/def2-TZVPD.

```
27
Properties=species:S:1:pos:R:3:forces:R:3
C -0.340920 -3.697875 -3.695299 0.5 -1.0 0.1
C 0.018890 -2.683214 -2.699296 -1.9 2.2 1.2
H -1.439661 -3.691525 -3.865698 0.6 0.3 0.2
H -0.024820 -4.694640 -3.326034 -0.1 0.5 -0.4
H 0.191628 -3.476085 -4.647868 -0.2 -0.1 0.5
O -0.520419 -1.598121 -2.444482 2.2 -3.6 -1.0
Cl 1.489892 -3.198603 -1.311409 -1.4 -0.7 -1.9
Sc 0.896839 -0.905393 -0.984725 1.1 2.5 1.8
P 0.113614 1.479787 -1.840270 0.4 1.7 -1.2
C -1.444862 2.405597 -1.737186 -0.6 -0.2 0.3
C 1.272475 2.876922 -1.626808 0.4 -0.3 0.4
H 0.991325 0.494248 -3.913059 -0.1 0.2 -0.1
H 0.517058 2.204842 -4.092252 -0.1 -0.3 0.0
H -0.743645 0.936772 -4.040877 0.2 0.0 0.0
C 0.232100 1.242156 -3.650788 0.0 -0.4 -0.1
H 2.275693 2.488143 -1.424644 -0.1 0.3 -0.1
H 1.277269 3.457767 -2.556467 0.0 0.0 0.3
H -1.471287 3.146116 -2.549243 0.1 -0.2 0.2
H -1.493412 2.931083 -0.774714 -0.1 -0.1 -0.2
H 0.937173 3.502018 -0.793345 0.2 -0.1 -0.1
H -2.320922 1.752984 -1.832459 0.1 0.2 0.0
C -1.412301 -0.328056 -0.175638 -5.4 -0.7 1.1
O -2.561422 -0.295557 -0.006039 5.1 0.2 -0.8
Cl 3.070888 -0.135301 -1.217618 -0.9 -0.3 -0.1
O 1.075733 -0.806219 1.170843 -0.2 0.2 0.0
H 1.913581 -0.546172 1.604411 -0.4 -0.1 0.0
H 0.312014 -0.616871 1.748564 0.7 -0.1 0.1
```
Positions in Å, forces in eV/Å.

Results
relative energy (zero: lowest compared OMol25 entry of this formula, charge and spin) = 0.552 eV
HOMO level = -16.967 eV
net charge = +2
LUMO energy = -9.06 eV

# 3
Here is a molecular structure, C6H14Cl2O3PSc from the Open Molecules 2025 dataset. Energies are from ωB97M-V/def2-TZVPD.

```
27
Properties=species:S:1:pos:R:3:forces:R:3
C 4.391337 -0.830188 -3.584667 0.7 0.6 0.2
C 3.200205 -0.763436 -2.693599 0.0 0.4 1.8
H 5.232425 -0.279575 -3.165248 -0.1 0.0 0.4
H 4.219675 -0.379414 -4.573806 -0.4 -0.3 0.3
H 4.746701 -1.860217 -3.733691 -0.4 0.0 0.1
O 3.063361 -0.472103 -1.488705 -0.5 -0.7 -3.3
Cl 1.690130 -1.214949 -3.588273 0.1 0.3 0.6
Sc 0.499903 -0.489688 -1.232831 -1.1 0.4 0.0
P 0.592455 -1.820440 0.941707 -0.4 -2.9 1.5
C 0.975572 -1.880917 2.711964 0.3 1.1 0.7
C -0.836586 -2.907406 1.050124 -1.0 -0.3 -0.6
H 1.978445 -2.887429 -0.769853 -0.2 -0.5 0.3
H 1.874664 -3.822494 0.812964 0.2 0.4 -0.5
H 2.915976 -2.346859 0.581839 -0.2 -0.2 0.2
C 1.960288 -2.827740 0.331689 0.6 -0.1 -0.7
H -1.386977 -2.938837 0.102782 0.3 -0.4 0.3
H -0.497304 -3.910332 1.356699 -0.2 0.4 -0.1
H 1.112052 -2.939051 3.020070 -0.2 0.7 -0.3
H 0.154339 -1.413329 3.263073 0.0 -0.3 0.0
H -1.534552 -2.497540 1.790288 0.2 -0.2 0.1
H 1.850253 -1.281636 2.967848 0.2 -0.3 0.0
C 1.155764 0.488028 0.840171 3.5 3.8 3.4
O 1.728309 0.905739 1.778474 -3.0 -2.2 -4.2
Cl -1.266035 -1.783710 -2.078158 1.0 0.2 0.0
O -1.515958 0.485692 -0.325836 0.1 0.2 -0.1
H -2.008098 -0.346281 -0.114912 -0.2 1.3 -0.5
H -2.122049 1.219279 -0.636761 0.7 -1.4 0.6
```
Positions in Å, forces in eV/Å.

Results
relative energy (zero: lowest compared OMol25 entry of this formula, charge and spin) = 1.541 eV
HOMO level = -17.403 eV
net charge = +2
LUMO energy = -8.78 eV

# 4
Here is a molecular structure, C6H14ClHfO2Y from the Open Molecules 2025 dataset. Energies are from ωB97M-V/def2-TZVPD.

```
25
Properties=species:S:1:pos:R:3:forces:R:3
Y -0.653121 1.432693 1.845423 0.1 0.2 0.4
Cl -1.459785 3.491565 0.735248 0.1 0.2 -0.3
C -1.993093 -0.314817 1.467720 -0.5 -0.5 -0.2
H -2.088906 -0.796260 2.458290 0.0 -0.2 -0.3
H -1.378068 -0.964676 0.818226 -0.1 -0.1 0.3
H -2.994613 -0.279459 1.036270 0.0 0.1 0.0
Hf 0.347542 0.024163 -2.398317 -0.3 -2.1 0.8
C 2.336098 0.636768 -2.973867 1.1 0.3 -0.1
C -1.098470 0.037869 -4.019817 -0.6 0.0 -0.7
C 0.434149 -1.922940 -1.698723 -0.3 1.5 0.1
H -1.554373 -0.956960 -4.140992 0.1 0.2 0.0
H -1.930435 0.728011 -3.792930 0.1 0.0 -0.1
H -0.694175 0.336388 -5.000623 -0.1 0.0 0.2
H 3.086265 -0.107584 -2.669816 -0.1 0.1 0.0
H 2.478541 0.815641 -4.046011 -0.1 0.0 0.0
H 2.624219 1.571685 -2.463542 0.0 0.0 -0.1
H -0.385179 -2.652403 -1.762573 0.1 0.2 -0.2
H 1.292615 -2.366034 -1.181508 0.0 0.1 -0.2
C 0.037392 0.385561 4.357810 -0.1 0.0 0.8
O 2.020976 -0.885667 3.858295 -0.7 0.6 0.1
C 1.186399 -0.105150 3.475070 0.8 0.0 -1.9
O 1.147495 0.398144 2.203021 0.1 -0.3 1.7
H 0.283933 0.176358 5.406764 -0.1 0.1 -0.3
H -0.895185 -0.171321 4.157081 0.3 0.2 -0.1
H -0.150221 1.488423 4.329501 0.2 -0.4 -0.1
```
Positions in Å, forces in eV/Å.

Results
HOMO level = -7.066 eV
net charge = 0
LUMO energy = -1.75 eV

# 5
Here is a molecular structure, C6H14ClO6RhS2 from the Open Molecules 2025 dataset. Energies are from ωB97M-V/def2-TZVPD.

```
30
Properties=species:S:1:pos:R:3:forces:R:3
Rh -3.379686 -0.538366 -0.288751 0.2 -0.1 -0.2
O -2.770060 2.623778 1.858329 0.0 0.0 0.0
S -3.071680 2.242546 0.480007 0.1 0.0 -0.1
O -3.318071 3.392272 -0.385157 0.0 0.0 0.0
O -1.958640 1.379540 -0.081447 -0.1 0.0 0.1
O -4.263181 1.292663 0.442018 -0.2 0.1 0.0
O -2.609525 -1.284796 -1.741501 -0.2 0.1 0.1
Cl -5.212500 -1.989749 0.746473 0.1 0.0 0.0
C 0.942811 -1.642216 -3.025917 0.0 0.0 0.0
C 1.939507 -1.050891 -2.030823 0.0 0.0 0.0
C 1.554197 -1.371566 -0.589059 0.0 0.0 0.0
S 0.042670 -0.438120 -0.155527 -0.1 -0.1 0.0
O -0.534168 -1.165593 1.017547 0.1 0.0 0.0
C 0.854389 1.093502 0.447496 0.0 0.0 0.0
C 0.787284 1.224282 1.959413 0.0 0.0 0.0
C 1.694462 0.253149 2.706947 0.0 0.0 0.0
H 1.175161 -1.340713 -4.049711 0.0 0.0 0.0
H -0.078444 -1.328566 -2.796725 0.0 0.0 0.0
H 0.964906 -2.734338 -2.981379 0.0 0.0 0.0
H 1.982010 0.036876 -2.158659 0.0 0.0 0.0
H 2.949472 -1.421832 -2.236213 0.0 0.0 0.0
H 2.351478 -1.170802 0.128924 0.0 0.0 0.0
H 1.244621 -2.414225 -0.491225 0.0 0.0 0.0
H 0.267811 1.884611 -0.014063 0.0 0.0 0.0
H 1.882496 1.107484 0.068579 0.0 0.0 0.0
H -0.253820 1.086770 2.256789 0.0 0.0 0.0
H 1.046665 2.256493 2.214215 0.0 0.0 0.0
H 1.375984 -0.773282 2.525210 0.0 0.0 0.0
H 1.654541 0.433704 3.784135 0.0 0.0 0.0
H 2.739301 0.357384 2.390074 0.0 0.0 0.0
```
Positions in Å, forces in eV/Å.

Results
relative energy (zero: lowest compared OMol25 entry of this formula, charge and spin) = 1.134 eV
HOMO level (spin up / spin down) = -0.872 / -2.101 eV
net charge = -2
LUMO energy (spin up / spin down) = 4.60 / 4.60 eV
multiplicity = 5

# 6
Here is a molecular structure, C6H14CsN2O6S from the Open Molecules 2025 dataset. Energies are from ωB97M-V/def2-TZVPD.

```
30
Properties=species:S:1:pos:R:3:forces:R:3
Cs 5.962216 8.731136 -4.960516 -0.2 -0.3 -0.5
S 8.360424 9.929210 -2.868389 -0.8 1.3 -3.0
O 8.535293 10.473964 -1.523363 0.6 -0.1 1.3
O 7.911810 8.547713 -2.590376 -0.1 -0.6 0.7
O 7.277943 10.687010 -3.540343 0.8 -0.4 0.6
O 9.551418 9.892146 -3.715405 -0.1 0.1 0.9
C 9.552714 9.195555 -8.828440 1.5 0.7 0.0
C 9.192845 9.259517 -7.345297 -1.4 -0.8 -0.2
O 8.151435 8.634275 -6.999943 1.7 1.2 0.2
N 9.923759 10.040236 -6.499952 0.8 -0.5 -1.3
C 11.186304 10.762192 -6.837091 -1.0 0.5 -0.5
H 8.947848 8.587729 -9.501341 -0.5 0.2 0.7
H 10.578986 8.886078 -9.026157 0.2 -0.6 0.5
H 9.680265 10.216802 -9.187447 -0.7 0.2 -0.2
H 9.611611 10.067565 -5.539787 0.0 -0.1 0.5
H 11.566681 10.479587 -7.818702 -0.1 -0.3 0.2
H 12.009813 10.741238 -6.123296 -0.4 -0.8 0.3
H 10.972741 11.827546 -6.923686 -0.2 0.1 0.0
C 4.439513 3.976197 -5.572489 0.1 0.1 -1.4
C 5.080069 4.816527 -4.502400 0.5 0.0 -2.4
O 5.724549 5.808211 -4.839300 0.0 0.1 0.5
N 4.946406 4.433401 -3.260557 0.1 0.1 2.4
C 4.237223 3.310715 -2.701520 -0.6 -0.4 -0.6
H 4.817302 4.314108 -6.537481 -0.2 0.7 0.1
H 3.361479 4.137152 -5.578007 -0.1 -0.4 0.0
H 4.742108 2.935830 -5.691558 -0.4 -0.3 1.1
H 5.560641 4.887193 -2.599587 -0.1 0.4 -0.1
H 4.868088 2.424249 -2.766930 -0.2 -0.2 0.5
H 3.310843 3.090514 -3.232033 0.1 0.1 -0.3
H 3.885040 3.563208 -1.701363 0.5 -0.2 0.1
```
Positions in Å, forces in eV/Å.

Results
HOMO level (spin up / spin down) = -9.306 / -9.290 eV
net charge = 0
LUMO energy (spin up / spin down) = -0.08 / -2.51 eV
multiplicity = 2

| no. | energy (eV) | molecular weight (Da) | maximum force (Eh/bohr) |
| --- | --- | --- | --- |
| 1 | -47768.460 | 374.96 | 0.1077 |
| 2 | -67612.427 | 281.01 | 0.1086 |
| 3 | -67611.438 | 281.01 | 0.1194 |
| 4 | -25412.834 | 421.03 | 0.0436 |
| 5 | -55934.165 | 384.66 | 0.0053 |
| 6 | -33097.296 | 375.16 | 0.0659 |